1.
C52H50LuN3O10P2Se | ωB97M-V/def2-TZVPD

Structure (ORCA input):
```
! wB97M-V def2-TZVPD RIJCOSX def2/J DEFGRID3
* xyz -2 1
C 3.407 1.834 -0.776
C -1.933 -2.801 2.389
H -0.737 -0.564 -3.195
H 2.163 7.092 -0.610
C -0.001 4.524 -3.127
C -4.745 -1.068 0.030
C -4.145 4.705 -1.477
C 1.972 2.052 3.059
H -4.876 2.350 0.475
C -0.934 -0.930 3.232
H -3.880 -2.253 -5.550
C -1.567 -3.560 3.492
H -1.831 -4.606 3.541
C -1.099 2.348 -2.981
C -0.331 6.768 -2.165
C -1.783 -0.618 -3.464
H -4.261 6.148 0.100
P -1.826 1.251 -1.552
H 3.421 -2.334 -1.530
H 6.672 2.720 -0.950
H 3.282 6.290 1.414
C -0.640 -2.778 -1.305
H 3.956 -0.788 -2.237
H -0.401 5.612 -4.936
Se 0.998 -2.856 0.415
C 3.140 1.755 -2.140
C 4.139 2.003 -3.063
H -5.490 -0.761 -4.444
H 0.123 -1.103 5.074
H 2.402 6.982 -2.832
H -3.539 1.278 2.266
O 0.914 -0.551 -1.508
H -5.618 -1.314 0.634
C 5.417 2.335 -2.646
C 4.678 2.219 -0.367
C 2.055 6.057 -0.320
H 0.490 -3.939 -2.390
H -3.989 -1.838 0.144
H -1.145 6.362 -1.567
H -4.750 0.834 -2.746
C -0.716 0.578 3.108
Lu -0.408 -0.308 0.274
O -0.746 1.241 4.145
H 2.556 5.354 -3.488
H 1.046 2.528 2.767
H 4.880 2.338 0.687
N -0.417 -3.540 -2.225
O -2.839 0.388 -0.058
C 4.330 0.840 3.794
C -1.606 2.540 -4.256
C -0.479 -1.623 4.344
H 3.919 1.927 -4.118
H 3.197 3.914 2.013
C -0.549 4.686 -4.397
C -4.442 -0.722 -4.164
O -0.552 1.030 1.935
O 0.338 2.987 -1.282
H -6.134 1.121 0.310
H 6.201 2.504 -3.372
C -2.687 0.224 -2.814
O 1.686 -1.517 -3.356
C 5.681 2.448 -1.291
P 2.010 1.516 0.397
C -3.576 3.522 -1.914
O 0.087 -3.915 1.263
H -4.856 5.224 -2.108
C 1.136 3.890 -0.667
H -0.750 7.144 -3.096
H -2.514 -3.246 1.590
C -3.537 -1.564 -4.787
C -4.020 0.176 -3.194
H -5.030 -1.037 -1.019
H -2.648 4.950 1.538
C 0.708 5.664 -2.426
H -5.110 1.536 -1.063
O 2.535 -3.443 0.580
H 1.742 2.566 5.107
O 0.988 -1.395 1.308
C 2.742 1.421 2.080
C 3.222 -1.252 -1.566
C 1.853 3.388 0.426
H 0.112 7.599 -1.622
C 1.286 5.201 -1.102
C -4.079 0.374 1.991
H -2.262 1.801 -4.693
C -0.774 -2.972 4.459
N 3.310 -0.657 -0.244
H -5.079 0.416 2.424
H 5.264 0.372 4.076
C 3.561 1.475 4.752
H -1.693 2.792 0.787
O -1.430 -2.080 -0.749
C 3.921 0.798 2.471
H -3.543 -0.483 2.383
C -4.148 0.286 0.457
C -2.911 4.547 0.569
H 2.149 1.483 -2.478
C 2.624 4.266 1.168
H 4.226 -0.883 0.139
C 2.690 5.606 0.820
H 3.890 1.502 5.782
C -5.123 1.398 0.011
C 1.826 -1.096 -2.211
C -2.367 3.347 0.147
H 2.624 -1.122 0.358
C -3.812 5.223 -0.237
C 1.860 6.171 -3.311
C -1.302 3.686 -4.975
C -2.700 2.819 -1.098
C 2.370 2.075 4.379
H -1.472 -2.136 -4.928
N -1.622 -1.520 2.246
C -2.195 -1.499 -4.441
H 4.542 0.298 1.746
H -1.704 3.826 -5.970
C -0.228 3.319 -2.478
H 1.488 6.526 -4.270
H -0.383 -3.554 5.284
H -3.812 3.138 -2.896
*
```

As for the HOMO energy (spin up / spin down): -3.012 / -3.012 eV. The value obtained for the HOMO-LUMO gap (spin up / spin down) is 0.25930 / 0.25930 hartree.



2.
C52H51BrCl13FN4O3P | ωB97M-V/def2-TZVPD

Structure (ORCA input):
```
! wB97M-V def2-TZVPD RIJCOSX def2/J DEFGRID3
* xyz 1 1
C -0.569 12.243 -0.991
C 0.233 -2.989 1.236
Cl 0.825 -6.340 3.571
C -1.227 -5.149 1.310
C 2.247 -2.739 2.659
H 1.150 -0.876 -0.954
H 0.313 -7.985 -0.187
C 2.895 -4.179 -5.711
H -6.638 0.161 -3.003
Br -2.597 -4.931 2.753
O -0.060 -1.925 -2.732
H 2.224 0.496 -0.533
O -1.447 -4.009 -2.049
C 3.500 -2.004 3.226
H -1.794 -6.996 0.301
Cl 3.746 -3.223 -3.354
C -2.373 10.191 -1.498
H 5.576 -0.279 0.556
H -1.194 6.900 -1.112
H -8.410 -0.089 -1.195
H -1.100 -7.252 1.920
N 2.013 -3.995 3.151
C 1.626 -0.708 1.171
H 3.431 3.192 9.199
H 3.072 -2.017 -1.634
H 0.601 -6.261 -0.607
C 0.007 -4.344 1.788
H -0.738 -1.283 0.216
H -9.410 -0.948 0.885
C -11.519 -2.364 -1.353
Cl -3.514 8.945 -1.864
Cl 3.480 -0.323 -4.749
C -2.936 0.586 -2.021
C 0.135 6.253 0.447
C -1.310 12.244 -2.166
C -0.732 -2.392 0.149
Cl -9.097 -0.421 -3.899
C -2.210 11.219 -2.418
C 2.457 -4.078 -7.023
H 2.211 -4.973 -7.581
H 5.650 2.239 9.742
Cl 4.664 -2.099 7.877
H -1.892 0.704 -1.744
C -10.956 -1.883 -2.529
N 7.113 -1.891 -1.836
H 7.905 -2.504 -1.651
C -0.728 11.216 -0.073
C -5.598 0.277 -2.727
H 3.678 -2.099 0.044
C 2.705 1.382 8.310
C 6.322 -1.767 -0.632
C 3.094 -1.785 -5.588
C 2.333 -2.830 -7.618
H -2.786 11.225 -3.334
C 0.833 5.184 0.989
H 4.795 -0.709 -2.284
H 0.202 7.230 0.905
Cl -11.685 -2.341 -4.026
C 2.652 -1.686 -6.902
H 3.482 -1.370 5.306
O 1.040 -4.036 -1.456
H 1.445 5.335 1.870
H 2.988 -5.155 -5.251
H 2.556 -0.716 -7.372
C -1.628 10.188 -0.325
C 2.038 -0.598 -0.344
Cl -2.380 -2.043 -2.029
H -1.350 4.670 -2.147
H 2.663 -4.365 3.849
C 3.352 -1.377 -0.744
N 5.748 -0.466 -0.429
C 1.356 -2.145 1.670
C -3.742 1.703 -2.169
H -12.392 -3.003 -1.390
C 5.194 0.317 8.912
N 6.193 -2.744 0.192
H 0.964 -4.610 -2.245
H 7.466 -0.962 -2.065
H 2.046 -0.753 4.372
C -0.650 6.067 -0.684
C 4.905 1.631 9.245
F 4.263 -1.362 2.241
H -5.711 2.418 -2.646
C -9.837 -1.060 -2.474
H 0.651 -0.147 1.271
H 4.167 -2.776 3.691
C -0.736 4.811 -1.266
H 1.261 -6.991 0.951
H 6.732 -3.509 -0.241
C 0.962 -4.781 2.766
H 1.988 -2.748 -8.642
C -0.963 -6.664 0.978
H -1.757 -2.753 0.423
Cl -0.194 2.196 -1.487
H -11.410 -2.404 0.788
C 0.748 3.927 0.406
C -5.077 1.549 -2.525
C -4.788 -0.843 -2.576
Cl -5.495 -2.400 -2.834
H -3.332 2.693 -2.008
Cl 1.647 2.632 1.124
C 0.390 -6.948 0.243
H 2.343 -0.140 1.818
C 2.993 0.064 7.977
C -10.967 -2.028 -0.126
H 3.703 0.021 4.213
C 3.659 2.165 8.942
P -0.334 -3.090 -1.538
H 0.133 13.044 -0.791
H 0.923 -1.847 -2.753
C 3.212 -3.033 -4.990
C 4.501 -0.418 -1.240
C 4.241 -0.469 8.276
Cl 1.761 -0.866 7.196
H 1.734 1.802 8.078
H 6.167 -0.095 9.149
Cl -1.777 8.930 0.853
H -1.713 -4.706 0.404
C 3.143 -0.937 4.333
H 4.186 0.657 -1.316
C -9.283 -0.727 -1.243
H -0.148 11.220 0.841
C -3.454 -0.686 -2.225
H -1.185 13.043 -2.887
C -0.040 3.740 -0.722
C -9.845 -1.210 -0.071
*
```

As for the HOMO energy: -10.333 eV. The value obtained for the HOMO-LUMO gap is 0.24032 hartree.